[1]
6 unconnected molecules or ions with the total composition C4H20N2O6, computed with ωB97M-V with the def2-TZVPD basis set.

Properties
SMILES string: CC(=O)NCCN.O.O.O.O.O
HOMO-LUMO gap, eV: 9.8
E_LUMO, Ha: 0.014

Each line ends with the Löwdin charge.
Element x y z (Å)
1 C 0.4080 -0.7077 0.2983  -0.0543
2 C 1.5885 -1.0798 -0.5435  -0.5457
3 N 2.1432 -0.2237 -1.4622  0.0659
4 C 1.8302 1.2155 -1.4039  -0.1876
5 C 0.8811 1.5445 -2.5778  -0.2677
6 N -0.2899 0.6873 -2.7734  -0.0041
7 O 2.0475 -2.1872 -0.2853  0.0353
8 H -0.5111 -0.8494 -0.3203  0.0890
9 H 0.2392 -1.3898 1.1145  0.0534
10 H 0.3992 0.3683 0.6468  0.0896
11 H 2.6799 -0.4264 -2.2904  0.1473
12 H 1.3315 1.6448 -0.5064  0.1165
13 H 2.7965 1.6973 -1.5666  0.1140
14 H 0.5478 2.5894 -2.5037  0.1132
15 H 1.4811 1.3886 -3.4786  0.0990
16 H -1.0849 0.8922 -2.1585  0.0558
17 H -0.1267 -0.3184 -2.7028  0.0627
18 H -3.0947 0.1230 2.2666  0.0407
19 H -2.1159 0.2639 1.2427  -0.0044
20 O -2.5980 0.8390 1.8456  -0.0694
21 H 3.1913 -0.3020 2.3690  0.0709
22 H 2.0783 0.1600 1.5099  -0.0192
23 O 2.4150 0.3149 2.4080  -0.0671
24 H -1.9706 -2.6410 0.4871  0.0265
25 H -1.0372 -4.0339 0.9260  0.0443
26 O -1.6671 -3.3360 1.0590  -0.0401
27 H -3.1880 2.6047 -1.3139  0.0365
28 H -2.6529 2.7431 0.0832  0.0307
29 O -3.2360 2.1827 -0.4418  -0.0745
30 H -1.1911 -1.8704 3.2816  0.0504
31 H -0.3230 -0.9398 3.7581  0.0619
32 O -0.9710 -0.9539 3.0326  -0.0695

[2]
6 unconnected molecules or ions with the total composition C4H20NO7, computed with ωB97M-V with the def2-TZVPD basis set.

Properties
Total charge: -1
HOMO-LUMO gap, eV: 8.9
E_LUMO, Ha: 0.126

Each line ends with the Löwdin charge.
Element x y z (Å)
1 C 0.2592 1.3629 0.0790  -0.2443
2 C 0.4955 1.2868 1.5954  -0.1497
3 C 0.3058 -0.1147 2.1780  -0.2617
4 O -0.9368 -0.3494 2.8570  -0.0972
5 N -0.8942 2.1422 -0.3694  -0.0564
6 C -2.1789 1.4892 -0.0926  -0.3453
7 O -2.4944 0.4673 -0.9589  -0.1066
8 H 1.0890 1.7966 -0.4792  0.1027
9 H 0.2240 0.3871 -0.4031  0.0722
10 H 1.5332 1.5807 1.7585  0.0995
11 H -0.1760 1.9572 2.1309  0.1116
12 H 0.4640 -0.9311 1.4708  0.0944
13 H 1.0116 -0.2554 3.0057  0.1093
14 H -0.9148 3.0661 0.0390  0.0909
15 H -2.9930 2.2125 -0.0824  0.1095
16 H -2.0367 1.0342 0.9046  0.0982
17 H -1.6928 -0.1639 -1.1434  0.0049
18 H 3.3953 0.0074 -1.0702  0.0302
19 H 2.6812 -0.1893 0.1390  -0.0032
20 O 3.4965 0.2474 -0.1331  -0.0836
21 H -1.7688 -3.0373 0.3367  0.0294
22 H -1.5393 -0.8231 2.2710  0.0508
23 O -1.1754 -2.5400 0.9129  -0.1187
24 H 1.2971 -1.3964 -1.4816  -0.0187
25 H 2.0018 -2.5302 -0.6838  0.0427
26 O 2.1186 -1.9061 -1.4063  -0.0706
27 H 0.5237 0.8876 -2.6097  0.0091
28 H 0.1552 -0.5442 -2.5010  -0.0505
29 O 0.7025 0.0520 -3.0428  -0.0909
30 H -0.8729 -1.9194 0.1885  -0.0121
31 H -1.2556 -1.9509 -2.0003  0.0107
32 O -0.8245 -1.3258 -1.4093  -0.3568

[3]
5 unconnected molecules or ions with the total composition C4H21N3O4, computed with ωB97M-V with the def2-TZVPD basis set.

Properties
Total charge: +2
HOMO-LUMO gap, eV: 9.2
E_LUMO, Ha: -0.219

Each line ends with the Löwdin charge.
Element x y z (Å)
1 C -2.3053 0.9395 -0.9878  -0.1071
2 C -0.9733 0.7590 -1.7320  -0.1368
3 C -0.0961 -0.4023 -1.3612  -0.2452
4 C -0.2158 -1.6281 -1.9079  -0.1160
5 N 0.6384 -2.6590 -1.8423  0.1359
6 N 1.0547 -0.0337 -0.4635  0.2316
7 N -2.1606 1.1483 0.5050  0.2063
8 H -2.7548 1.8675 -1.3256  0.1376
9 H -2.9726 0.1111 -1.1591  0.1348
10 H -1.2264 0.7458 -2.7938  0.1389
11 H -0.4555 1.7200 -1.6166  0.1230
12 H -1.0850 -1.7638 -2.5329  0.1478
13 H 0.3748 -3.5476 -2.2436  0.1279
14 H 1.5322 -2.6009 -1.3821  0.0655
15 H 0.6064 0.4678 0.3266  0.0939
16 H 1.6227 0.5568 -1.0672  0.1719
17 H 1.5948 -0.8566 -0.1502  0.1108
18 H -1.7043 2.0359 0.7167  0.1296
19 H -3.0372 0.9911 1.0032  0.1830
20 H -1.5158 0.4515 0.8849  0.1224
21 H 3.2728 -2.7662 0.3830  0.0858
22 H 3.8787 -1.4618 -0.2981  0.0860
23 O 3.1021 -2.0277 -0.2104  -0.0370
24 H 1.0135 3.6777 0.4824  0.0774
25 H -0.1164 4.0996 1.5635  0.0800
26 O 0.1482 3.4920 0.8655  -0.0401
27 H -0.5257 -2.0215 3.6074  0.0548
28 H 0.6936 -2.7571 2.9490  0.0497
29 O 0.0806 -2.0150 2.8541  -0.0662
30 H 0.4499 1.9386 2.1175  0.0423
31 H 0.8112 0.5571 2.7509  0.0819
32 O 0.2701 0.9822 2.0646  -0.0705

[4]
6 unconnected molecules or ions with the total composition C4H21NO6, computed with ωB97M-V with the def2-TZVPD basis set.

Properties
SMILES string: CCCNCO.O.O.O.O.O
HOMO-LUMO gap, eV: 10.1
E_LUMO, Ha: 0.012

Each line ends with the Löwdin charge.
Element x y z (Å)
1 C 0.9986 0.7717 -0.4072  -0.2013
2 N -0.1148 1.4669 -1.0881  -0.0474
3 C -1.3774 1.4221 -0.4790  -0.2655
4 O -2.3314 0.6521 -1.3063  -0.1103
5 C 2.0178 0.4219 -1.4730  -0.2539
6 C 3.4113 -0.0570 -0.8791  -0.0688
7 H 0.6569 -0.2278 -0.1040  0.1090
8 H 1.2399 1.4196 0.4454  0.1307
9 H 0.1840 2.2751 -1.6063  0.1249
10 H -1.5273 0.7803 0.3889  0.0876
11 H -1.9191 2.3669 -0.3796  0.1249
12 H -2.1857 0.8507 -2.2382  0.0718
13 H 1.7806 -0.3030 -2.2349  0.0689
14 H 2.1715 1.3319 -2.0658  0.1026
15 H 3.7916 0.9764 -0.9271  0.0689
16 H 4.0206 -0.6892 -1.5177  0.0645
17 H 3.3723 -0.4066 0.1385  0.0538
18 H -3.3650 -0.1191 0.7047  -0.0065
19 H -3.7013 1.0487 1.6454  0.0452
20 O -3.7227 0.0885 1.5768  -0.0488
21 H 0.3444 -1.1523 -4.2690  0.0482
22 H 0.0799 -0.1127 -3.1335  0.0059
23 O 0.5874 -0.2834 -3.9345  -0.0647
24 H 1.4803 0.0407 3.4306  0.0173
25 H 0.0237 0.1995 3.3726  0.0128
26 O 0.7447 0.3198 3.9917  -0.0613
27 H 1.2279 -2.1927 1.4969  0.0085
28 H 0.9072 -2.6001 2.8095  0.0425
29 O 1.6782 -2.2520 2.3420  -0.0561
30 H -1.8391 -1.1560 0.2729  -0.0058
31 H -2.0292 -2.0790 1.4551  0.0439
32 O -1.3552 -1.7322 0.8738  -0.0415

[5]
6 unconnected molecules or ions with the total composition C4H22N2O6, computed with ωB97M-V with the def2-TZVPD basis set.

Properties
SMILES string: CNC[C@H](N)CO.O.O.O.O.O
HOMO-LUMO gap, eV: 9.1
E_LUMO, Ha: 0.012

Each line ends with the Löwdin charge.
Element x y z (Å)
1 N -0.4997 -2.0596 1.1040  0.0565
2 C -0.0142 -1.8911 -0.2573  -0.3545
3 C 1.5396 -1.9123 -0.2487  -0.1939
4 O 2.0850 -1.6754 1.0514  -0.0953
5 C -0.5337 -0.6364 -0.9737  -0.2141
6 N -1.9111 -0.7247 -1.4528  -0.1170
7 C -2.9485 -0.2164 -0.5548  -0.1342
8 H -1.4733 -2.3331 1.1204  0.0717
9 H -0.4580 -1.1972 1.6409  0.0675
10 H -0.3217 -2.7529 -0.8603  0.1335
11 H 1.9665 -2.8584 -0.5960  0.1156
12 H 1.9498 -1.1152 -0.8669  0.1116
13 H 1.6722 -2.2755 1.6656  0.0795
14 H 0.0771 -0.4165 -1.8549  0.0923
15 H -0.4014 0.2584 -0.3555  0.1127
16 H -2.1673 -1.6461 -1.7796  0.0967
17 H -2.7495 0.8350 -0.3500  0.0736
18 H -3.0447 -0.7883 0.3760  0.0609
19 H -3.9102 -0.2371 -1.0748  0.0768
20 H 1.7153 -0.0356 1.6189  0.0238
21 H 1.7680 1.4659 1.2156  0.0636
22 O 1.4806 0.8691 1.9388  -0.0677
23 H -0.8750 4.6816 1.2418  0.0620
24 H -1.0066 3.1205 1.2328  0.0187
25 O -0.9192 3.9219 0.6464  -0.0824
26 H 0.9298 2.8518 -1.5597  0.0323
27 H 0.5035 3.5756 -0.2632  -0.0188
28 O 1.2918 3.2250 -0.7400  -0.0958
29 H -0.0804 1.4134 2.2740  0.0106
30 H -1.5476 0.9840 1.8929  0.0321
31 O -1.0327 1.7034 2.2970  -0.0839
32 H 1.7875 -2.4606 -3.7941  0.0591
33 H 0.3631 -1.8782 -3.6563  0.0615
34 O 1.1421 -2.1552 -3.1340  -0.0546

[6]
7 unconnected molecules or ions with the total composition C4H22N2O7, computed with ωB97M-V with the def2-TZVPD basis set.

Properties
SMILES string: CN(C=O)CCN.O.O.O.O.O.O
HOMO-LUMO gap, eV: 9.7
E_LUMO, Ha: 0.009

Each line ends with the Löwdin charge.
Element x y z (Å)
1 C -0.4250 -1.4872 0.2054  -0.2626
2 N 0.8157 -1.7149 0.7993  -0.1153
3 C 1.1633 -1.4879 2.1935  -0.0200
4 C 1.8215 -1.8823 -0.2520  -0.1954
5 C 3.1462 -1.2913 0.0786  -0.2026
6 N 3.4634 0.1992 -0.3349  0.0192
7 O -1.4300 -1.4903 0.9195  -0.0064
8 H -0.2687 -1.4945 -0.9165  0.1155
9 H 2.0711 -1.1197 2.4380  0.0321
10 H 0.9661 -2.3418 2.8041  0.0864
11 H 0.3705 -0.7987 2.6291  0.0898
12 H 1.8342 -3.0157 -0.3982  0.1471
13 H 1.4656 -1.5147 -1.2290  0.1065
14 H 3.3476 -1.1435 1.1772  0.0989
15 H 3.9073 -1.8915 -0.4155  0.1014
16 H 4.0656 0.6066 0.3631  0.0491
17 H 3.7779 0.2548 -1.2265  -0.0015
18 H -0.7732 -1.3080 -3.7135  -0.0537
19 H -1.0643 -2.3772 -2.6730  0.1010
20 O -0.3540 -1.9610 -3.2894  -0.0399
21 H -2.4408 0.1973 2.4641  0.0443
22 H -1.1838 0.1501 3.2895  0.0384
23 O -1.6502 0.7192 2.6650  -0.0623
24 H -0.6887 2.7873 -1.2161  -0.0160
25 H -0.5541 2.3200 -2.6501  -0.0410
26 O -0.8202 2.9418 -2.0982  0.0522
27 H -2.5257 0.8359 1.0402  -0.0541
28 H -2.3142 1.8863 -0.0702  0.0028
29 O -2.9249 1.4110 0.4456  -0.0010
30 H -2.7702 1.4043 -2.5435  -0.0393
31 H -2.7666 0.3817 -1.3795  0.1040
32 O -2.4113 0.6005 -2.3599  -0.0784
33 H 1.0723 2.7843 1.4221  -0.0159
34 H 0.1658 3.5960 2.2148  0.0869
35 O 0.8551 3.6918 1.4656  -0.0704

Total energy values, unit eV, following the record order: -19736.2765, -20296.3590, -17134.3996, -18262.2234, -19770.3053, -21814.5824.
E_HOMO values, unit Ha, following the record order: -0.346, -0.200, -0.557, -0.358, -0.321, -0.348.
Relative energy (zero: lowest compared OMol25 entry of this formula, charge and spin) values, unit kcal/mol, following the record order: 80.3, 20.6, 7.1, 60.9, 15.2, 130.4.